Entry from the Open Molecules 2025 dataset: C28H42MnNO2Si as an isolated structure at a distorted geometry (ωB97M-V with the def2-TZVPD basis set).

Each line ends with the Löwdin spin population.
Geometry (Å):
Mn -1.200 -1.682 -0.827  4.196
Si 1.860 2.021 3.087  0.000
O -0.902 -1.229 -3.122  0.050
O 2.116 1.715 -3.181  0.001
N 0.905 0.871 3.948  0.000
C -0.159 -3.485 -1.440  0.067
C -1.071 -0.003 -3.951  0.006
C -1.059 -0.971 6.408  0.000
C -0.388 -2.848 0.779  0.079
C -2.084 0.268 -0.279  0.071
C 1.577 1.730 1.256  0.000
C -0.683 -1.970 -4.406  0.007
C 1.317 3.771 3.484  0.000
C -3.299 -1.684 -0.607  0.055
C 0.790 -2.436 -1.178  0.067
C -1.865 -0.568 0.859  0.064
C 0.611 -1.993 0.184  0.051
C -0.899 -3.728 -0.239  0.070
C 1.279 1.307 -2.061  0.003
C -2.953 -0.417 -1.183  0.076
C -2.673 -1.757 0.686  0.067
C 0.109 2.306 -1.880  0.001
C -0.485 -0.608 5.203  0.000
C 1.766 3.098 -3.471  0.000
C 0.700 -2.556 -4.541  0.001
C 0.687 1.229 6.347  0.000
C -0.814 -0.223 7.575  0.000
C 0.411 0.525 5.107  0.000
C -0.846 -0.710 -5.266  0.001
C 3.665 1.831 3.555  0.000
C 0.373 3.408 -2.922  0.000
C 0.076 0.861 7.532  0.000
C -1.751 -3.024 -4.579  0.002
H -1.258 -0.288 1.719  0.004
H -1.643 -4.521 -0.125  0.006
H 0.084 -0.393 -5.752  0.000
H -1.701 -0.683 -5.950  0.000
H 1.830 3.235 -4.553  0.000
H -1.301 -0.503 8.507  0.000
H -2.065 0.443 -3.806  0.000
H 0.304 4.403 -2.493  0.000
H 2.518 3.759 -3.012  0.000
H -0.858 1.823 -2.062  0.000
H 0.844 -3.420 -3.889  0.001
H -1.719 -1.840 6.437  0.000
H -0.260 0.704 -3.735  0.000
H 1.477 -1.818 -4.318  0.000
H -2.735 -2.550 -4.698  0.000
H -3.384 0.027 -2.081  0.007
H -0.356 3.342 -3.733  0.000
H 0.568 2.054 0.965  0.000
H 1.199 -1.226 0.687  0.006
H 4.282 2.586 3.050  0.000
H 1.382 2.077 6.314  0.000
H 0.109 2.718 -0.864  0.000
H 3.790 1.958 4.638  0.000
H 2.302 2.305 0.659  0.000
H -2.847 -2.534 1.432  0.003
H 0.818 -2.904 -5.578  0.000
H -1.770 1.300 -0.363  0.007
H 1.032 3.856 4.541  0.000
H 0.923 0.273 -2.250  0.003
H 0.273 1.425 8.445  0.000
H -3.976 -2.409 -1.045  0.008
H 1.679 0.671 0.988  0.000
H 0.453 4.067 2.873  0.000
H 1.581 -2.101 -1.839  0.007
H 2.136 4.478 3.290  0.000
H -0.186 -4.102 -2.334  0.008
H 1.905 1.252 -1.150  0.000
H -1.755 -3.709 -3.717  0.001
H -0.620 -2.876 1.848  0.004
H -0.686 -1.146 4.269  0.000
H -1.525 -3.620 -5.476  0.000
H 4.045 0.837 3.285  0.000

Summary:
E_LUMO (spin up / spin down), eV: 2.083 / 2.077
Calculated total energy, Eh: -2737.73069
Charge: -1
2S+1: 6
Expectation value of S²: 8.760
HOMO energy (spin up / spin down), eV: -2.5 / -2.5
HOMO-LUMO gap (spin up / spin down), eV: 4.6 / 4.6
Energy above the lowest of the compared OMol25 structures with the same formula, charge and spin, kcal per mole: 8.6